[1]
Computed, not measured: 5 unconnected molecules or ions with the total composition C6H21NO4, with the ωB97M-V functional and the def2-TZVPD basis.

Output
total charge	0
highest occupied orbital energy	-8.953	eV
energy above the lowest of the compared OMol25 structures with the same formula, charge and spin	48.5	kJ/mol
E_tot	-16242.74463	eV
LUMO	0.5983	eV
gap between HOMO and LUMO	9.551	eV

The geometry in XYZ format:
```
32
Properties=species:S:1:pos:R:3:forces:R:3:lowdin_charge:R:1
C -0.5049 -1.5076 1.7539 0.121 -0.079 0.004 -0.10
C 0.4432 -0.4532 1.2005 0.013 0.066 -0.224 -0.24
C 1.1108 -0.8829 -0.1251 0.138 -0.016 0.272 -0.16
C 0.2773 -0.5757 -1.3367 -0.184 -0.060 -0.128 -0.37
C -0.6127 -1.4442 -1.8122 -0.172 -0.423 -0.230 0.03
C 1.7020 1.2862 -2.1214 0.195 -0.164 -0.345 -0.10
N 0.3714 0.7279 -1.8869 0.257 0.123 0.244 -0.07
H 0.0177 -2.4507 1.9482 0.088 0.055 -0.009 0.07
H -0.9304 -1.1768 2.7012 -0.165 -0.014 -0.076 0.08
H -1.3070 -1.7286 1.0501 -0.114 0.091 0.132 0.06
H -0.0994 0.4794 1.0260 -0.097 -0.039 0.053 0.09
H 1.2157 -0.2190 1.9323 0.069 -0.056 0.023 0.09
H 1.3071 -1.9592 -0.1054 -0.104 0.047 -0.017 0.12
H 2.0908 -0.4164 -0.1935 0.069 0.093 -0.110 0.10
H -1.2309 -1.2526 -2.6841 0.072 0.205 0.053 0.07
H -0.7746 -2.4100 -1.3487 0.176 0.100 0.053 0.07
H 2.2357 1.4426 -1.1944 0.052 0.048 0.236 0.07
H 1.6045 2.2484 -2.6108 -0.137 0.196 0.013 0.08
H 2.3263 0.6644 -2.7728 -0.035 -0.117 0.077 0.09
H -0.1720 0.7915 -2.7346 -0.187 -0.058 -0.036 0.12
H -2.3528 -0.4914 -0.6577 -0.039 -0.063 -0.008 -0.03
H -3.2198 0.3797 0.2542 -0.039 -0.191 -0.112 0.00
O -3.2083 -0.4800 -0.2124 0.009 0.226 0.102 -0.08
H -2.1370 2.3908 0.5468 -0.100 0.173 0.004 -0.01
H -3.6563 2.7139 0.4273 0.383 -0.257 0.226 0.06
O -3.0192 2.1441 0.8885 -0.378 0.166 -0.148 -0.08
H 0.1392 2.8046 0.6259 -0.168 0.034 -0.199 0.06
H -0.2739 2.1278 -0.7075 0.072 -0.143 -0.028 0.01
O -0.5265 2.8302 -0.0755 0.182 0.087 0.174 -0.07
H 3.2842 -1.8748 3.5047 -0.008 0.127 -0.525 0.05
H 2.5977 -2.1068 2.1489 0.065 0.017 0.095 0.02
O 3.3022 -1.6016 2.5714 -0.032 -0.173 0.435 -0.06
```
Forces are in eV/Å.

---

[2]
Computed, not measured: a molecular structure, C33H36Br2GeN2OPPbSe, with the ωB97M-V functional and the def2-TZVPD basis.

Output
total charge	+1
highest occupied orbital energy	-10.047	eV
E_tot	-316313.40845	eV
LUMO	-3.0112	eV
gap between HOMO and LUMO	7.036	eV

The geometry in XYZ format:
```
78
Properties=species:S:1:pos:R:3:forces:R:3:lowdin_charge:R:1
Pb 0.8814 -0.8852 -0.3044 0.217 -0.017 0.540 1.28
N -0.8688 -2.5772 0.6055 -0.333 0.232 0.058 0.00
C -2.2814 -2.2792 0.6162 0.151 -0.017 -0.017 -0.30
C -3.2019 -3.2868 0.3568 0.023 -0.005 0.012 -0.02
C -4.5608 -3.0144 0.3793 -0.048 -0.022 -0.014 -0.06
C -5.0112 -1.7364 0.6814 -0.020 0.031 -0.003 -0.06
C -4.0939 -0.7257 0.9285 -0.038 -0.046 0.029 -0.08
C -2.7215 -0.9742 0.8799 0.122 -0.061 -0.109 -0.32
P -1.4793 0.3539 1.0253 -0.174 0.058 0.270 1.02
C -2.3797 1.8627 0.5414 0.056 -0.026 -0.120 -0.38
C -2.9660 1.9111 -0.7268 -0.041 0.048 0.006 -0.12
C -3.5967 3.0640 -1.1661 -0.028 0.024 0.007 -0.07
C -3.6360 4.1895 -0.3473 0.000 -0.031 -0.044 -0.07
C -3.0499 4.1503 0.9084 0.023 -0.008 0.013 -0.06
C -2.4202 2.9916 1.3540 -0.080 0.047 -0.041 -0.07
C -1.1500 0.5642 2.7963 0.060 -0.108 0.036 -0.39
C -0.0141 1.2884 3.1647 0.028 -0.037 0.033 -0.12
C 0.2809 1.4919 4.5047 0.007 0.032 -0.054 -0.07
C -0.5519 0.9621 5.4841 0.033 -0.007 -0.015 -0.08
C -1.6712 0.2269 5.1236 -0.047 -0.065 -0.031 -0.08
C -1.9708 0.0212 3.7811 -0.007 0.063 0.039 -0.07
H -0.4420 -2.4640 1.5290 0.008 0.005 0.028 0.07
H -0.7161 -3.5382 0.3254 0.016 -0.070 -0.080 0.10
H -2.8529 -4.2930 0.1493 -0.010 0.045 0.002 0.12
H -5.2706 -3.8078 0.1700 0.078 0.080 0.028 0.12
H -6.0738 -1.5246 0.7130 0.096 -0.012 0.009 0.11
H -4.4480 0.2740 1.1528 0.037 -0.022 -0.049 0.12
H -2.9523 1.0315 -1.3635 0.001 0.037 0.013 0.09
H -4.0637 3.0899 -2.1454 0.053 -0.009 0.102 0.10
H -4.1264 5.0926 -0.6930 0.032 -0.071 0.040 0.11
H -3.0844 5.0225 1.5519 0.011 -0.076 -0.050 0.11
H -1.9735 2.9705 2.3388 0.000 0.002 0.013 0.10
H 0.6437 1.6935 2.3983 -0.048 -0.034 0.080 0.11
H 1.1637 2.0564 4.7860 -0.083 -0.056 -0.030 0.11
H -0.3163 1.1109 6.5310 -0.017 0.000 -0.050 0.11
H -2.3124 -0.1975 5.8887 0.053 0.042 -0.070 0.11
H -2.8451 -0.5589 3.5044 0.056 0.045 0.033 0.11
C 4.1632 -0.8502 -2.0300 -0.028 0.025 0.107 -0.03
C 4.4671 -1.0185 -0.5609 -0.019 0.071 -0.063 -0.31
C 5.7922 -1.0179 -0.0796 0.017 0.037 -0.126 0.00
C 6.0274 -1.2035 1.2524 -0.027 0.022 0.033 0.00
C 4.9515 -1.4140 2.1425 0.008 0.020 -0.180 -0.18
C 5.0854 -1.6794 3.5244 0.088 0.014 0.097 -0.63
Br 6.7900 -1.6753 4.3440 -0.008 -0.016 -0.023 0.80
C 3.9875 -1.9497 4.2817 -0.120 -0.021 0.011 -0.16
C 2.7027 -1.9303 3.7039 -0.131 0.060 -0.099 -0.59
Br 1.2198 -2.3998 4.7687 -0.033 0.068 0.025 0.82
C 2.4810 -1.5968 2.3802 -0.159 0.006 0.078 -0.41
O 1.2742 -1.5140 1.8456 0.349 -0.031 -0.224 -0.37
C 3.6543 -1.3777 1.5873 -0.078 -0.003 -0.164 -0.15
N 3.4471 -1.1721 0.2570 0.017 -0.006 -0.024 0.03
H 5.0751 -0.7261 -2.6117 -0.035 0.002 0.017 0.08
H 3.5280 0.0275 -2.1996 0.080 -0.091 0.036 0.07
H 3.6319 -1.7291 -2.4072 0.039 0.059 0.023 0.08
H 6.6112 -0.8678 -0.7729 -0.056 -0.025 0.056 0.12
H 7.0382 -1.1980 1.6374 -0.005 -0.027 -0.001 0.09
H 4.0946 -2.1784 5.3340 -0.047 -0.007 -0.051 0.10
C 1.1117 1.3317 -5.1755 0.077 0.028 -0.148 -0.22
Ge -0.2691 1.3164 -3.8015 -0.046 -0.117 0.005 0.75
C -1.7829 2.3988 -4.3851 -0.043 0.111 -0.058 -0.21
C 0.4994 2.0869 -2.1796 -0.047 0.049 0.107 -0.23
C -1.1144 -0.4617 -3.5419 0.019 -0.005 0.013 -0.61
Se -0.1689 -2.1220 -3.1559 -0.033 -0.080 -0.079 0.78
C 1.1866 -2.0800 -4.5460 -0.044 -0.026 0.076 -0.39
H 1.2492 2.3719 -5.4875 0.023 -0.124 0.000 0.03
H 0.8176 0.7511 -6.0542 0.055 0.065 0.096 0.03
H 2.0737 0.9615 -4.8103 -0.111 0.060 -0.046 0.01
H -1.6212 3.4462 -4.1191 -0.044 -0.068 -0.044 0.03
H -2.7142 2.0651 -3.9207 0.094 0.030 -0.050 0.01
H -1.8918 2.3306 -5.4705 -0.034 0.014 0.100 0.03
H 0.8501 3.0908 -2.4319 -0.025 -0.029 0.042 0.04
H 1.3634 1.5271 -1.8182 0.044 0.025 -0.018 -0.04
H -0.2425 2.1799 -1.3824 0.077 -0.014 -0.019 0.00
H -1.7062 -0.6383 -4.4405 -0.062 -0.041 -0.004 0.02
H -1.8268 -0.3699 -2.7173 -0.016 -0.004 -0.030 -0.01
H 1.7526 -1.1570 -4.4976 0.053 -0.022 0.000 -0.01
H 0.7046 -2.1834 -5.5129 0.013 0.012 -0.060 0.03
H 1.8400 -2.9313 -4.3722 0.007 -0.014 -0.024 0.02
```
Forces are in eV/Å.

---

[3]
Computed, not measured: a molecular structure, C22H51BN4NiO2Si2 in a non-equilibrium geometry, with the ωB97M-V functional and the def2-TZVPD basis.

Output
total charge	0
highest occupied orbital energy (spin up / spin down)	-4.610 / -6.378	eV
energy above the lowest of the compared OMol25 structures with the same formula, charge and spin	389.6	kJ/mol
E_tot	-91167.32275	eV
LUMO (spin up / spin down)	-0.2359 / -0.2373	eV
gap between HOMO and LUMO (spin up / spin down)	4.374 / 6.141	eV
multiplicity	3

The geometry in XYZ format:
```
83
Properties=species:S:1:pos:R:3:forces:R:3:lowdin_charge:R:1
O 3.3644 1.7716 -2.6324 -0.284 0.037 -1.418 -0.09
O 4.5010 2.6054 -0.6562 1.140 -0.308 0.985 -0.24
C 3.7662 0.8820 -3.8052 -0.352 0.282 0.569 -0.10
C 2.8775 -0.3332 -3.7925 -0.270 -0.349 0.016 -0.06
H 4.8056 0.6328 -3.5797 -0.193 0.140 -0.161 0.11
H 3.6464 1.4710 -4.7262 0.196 -0.070 0.356 0.14
H 2.8941 -0.8757 -2.8412 0.046 0.390 -0.070 0.06
H 3.2085 -1.0441 -4.5485 0.257 0.106 -0.145 0.10
H 1.8443 -0.1016 -4.0567 0.023 0.121 0.149 0.08
C 1.9585 2.3615 -2.6537 0.354 -0.441 0.308 -0.09
C 2.1084 3.8243 -2.3497 -0.278 0.336 -0.198 -0.05
H 1.4221 1.7998 -1.8811 0.125 0.053 -0.173 0.13
H 1.5403 2.1405 -3.6446 0.206 0.129 0.312 0.13
H 2.6268 3.9963 -1.4002 -0.265 -0.146 -0.445 0.04
H 1.1101 4.2705 -2.2857 0.130 -0.076 0.026 0.11
H 2.6393 4.3352 -3.1626 -0.075 -0.027 0.126 0.09
C 4.3548 3.0338 0.7338 0.151 -0.468 -0.354 -0.22
C 5.8304 2.7752 -1.2147 -0.721 -0.094 0.854 -0.25
C 3.3334 4.1304 0.8483 -0.220 0.329 0.232 -0.08
H 5.3283 3.3571 1.1367 -0.195 -0.117 -0.254 0.13
H 4.0264 2.1459 1.2895 0.130 0.293 -0.116 0.08
H 3.5626 4.9845 0.2033 0.021 -0.095 0.019 0.07
H 3.3227 4.5070 1.8725 -0.042 -0.073 0.038 0.09
H 2.3234 3.7683 0.6367 0.109 0.007 0.040 0.08
C 5.7482 4.1387 -1.8325 0.775 0.289 -0.039 -0.05
H 6.0291 1.9761 -1.9419 -0.264 0.125 0.051 0.10
H 6.5979 2.6497 -0.4365 -0.196 0.229 -0.200 0.12
H 4.8482 4.1608 -2.4548 0.292 0.345 -0.174 0.06
H 6.6381 4.3812 -2.4148 -0.108 0.181 -0.098 0.09
H 5.6161 4.8689 -1.0272 0.041 0.037 -0.289 0.09
H 4.0063 2.5080 -2.4052 -0.747 -1.093 0.128 0.11
Ni 1.0386 -0.7804 0.9875 -1.839 -2.088 2.281 0.35
C 2.6939 -0.5579 0.3447 4.765 2.542 -2.752 -0.35
Si 4.5223 -1.0308 0.2412 -2.440 0.177 0.216 0.41
H 2.7884 0.5474 0.5301 -0.002 -0.066 -0.407 -0.01
H 2.4142 -0.6001 -0.7387 0.006 0.052 0.069 -0.01
C 5.4444 -1.0006 -1.4136 0.216 -0.039 -0.120 -0.17
C 4.4750 -2.7956 0.7336 1.105 -0.208 0.039 -0.21
C 5.5855 -0.0514 1.4164 0.591 -0.096 0.145 -0.17
C 1.3107 -2.6478 1.3409 -0.223 -1.246 0.129 -0.34
Si -0.3259 -3.5293 1.4659 1.462 0.264 0.266 0.41
H 1.9018 -2.6486 2.2797 -0.372 -0.132 -0.192 0.01
H 1.9806 -3.0548 0.5671 -0.452 -0.141 0.259 -0.01
C 0.0471 -5.2187 2.2263 -0.352 -0.317 0.191 -0.20
C -1.0568 -3.7769 -0.2418 -0.327 -0.243 -0.346 -0.19
C -1.5492 -2.6065 2.5542 -0.268 -0.080 0.166 -0.19
H 6.2645 -0.8199 1.8164 0.116 0.437 0.167 0.03
H 5.0353 0.4000 2.2476 0.090 -0.141 -0.084 0.02
H 6.1870 0.7226 0.9143 -0.146 -0.217 0.216 0.02
H 4.9027 -1.4817 -2.2425 0.199 0.060 0.289 0.02
H 6.3444 -1.6041 -1.2022 -0.123 0.206 -0.309 0.04
H 5.7747 0.0010 -1.7269 -0.073 -0.316 0.116 -0.01
H 3.9837 -3.3777 -0.0408 -0.030 -0.216 0.043 0.04
H 3.9457 -2.8900 1.6751 -0.013 -0.175 0.028 0.02
H 5.5099 -3.1091 0.8405 0.206 -0.620 0.115 0.02
H -0.3443 -3.5381 -1.0419 -0.077 -0.054 0.199 0.01
H -1.9501 -3.1593 -0.3933 0.127 -0.070 -0.043 0.02
H -1.3500 -4.8304 -0.3585 -0.021 0.219 -0.082 0.02
H -2.2799 -2.0424 1.9612 0.169 -0.108 0.130 0.00
H -1.0492 -1.8891 3.2170 -0.052 -0.139 -0.099 0.03
H -2.1015 -3.3217 3.1806 0.028 0.184 -0.077 0.02
H -0.7753 -5.5417 2.8780 0.133 -0.182 -0.076 0.01
H 0.9685 -5.1819 2.8247 -0.270 0.039 -0.152 0.02
H 0.1826 -5.9733 1.4401 0.014 0.064 0.164 0.02
B -1.7962 0.9905 1.3970 -0.221 0.274 0.135 -0.41
N -1.4036 0.4611 -0.0153 1.147 -0.973 -1.381 -0.03
C -2.0840 0.5812 -1.1739 0.553 -0.149 0.175 -0.09
C -1.3856 -0.0819 -2.1866 0.028 0.093 0.275 -0.08
C -0.2464 -0.6196 -1.5733 -1.034 0.971 1.441 -0.15
N -0.2558 -0.2826 -0.2470 -2.327 0.702 -2.621 -0.03
N -0.4806 1.4756 2.0797 1.821 -0.115 0.447 -0.04
C -0.2822 2.5838 2.8197 0.351 -0.324 -0.251 -0.09
C 1.0330 2.5853 3.2837 -0.169 0.081 0.048 -0.09
C 1.6203 1.4160 2.7979 -1.752 -0.103 -0.784 -0.13
N 0.6988 0.7428 2.0451 -0.587 2.538 1.989 -0.03
H -2.3770 0.1629 2.0654 0.298 0.014 -0.169 0.05
H -2.5136 1.9610 1.2363 0.149 -0.063 -0.019 0.07
H -3.0089 1.1423 -1.2063 0.137 -0.125 0.021 0.12
H -1.6651 -0.1689 -3.2215 -0.105 -0.019 -0.041 0.08
H 0.5306 -1.2377 -2.0000 -0.004 0.073 0.259 0.10
H -1.0698 3.3164 2.9505 0.111 -0.221 -0.015 0.12
H 1.5054 3.3427 3.8829 -0.033 0.053 0.120 0.08
H 2.6294 1.0484 2.9476 -0.295 -0.126 -0.193 0.10
```
Forces are in eV/Å.

---

- Which of these has the highest E_tot?
  C6H21NO4

---

- The lowest E_tot belongs to which entry?
  C33H36Br2GeN2OPPbSe

---

- The highest total charge belongs to which entry?
  C33H36Br2GeN2OPPbSe

---

- Which of these has the highest E_tot?
  C6H21NO4